This record from OMol25 describes C33H57ClF5GaN7 as an isolated structure at a distorted geometry. The level of theory is ωB97M-V with the def2-TZVPD basis set.

XYZ file:
```
104
Properties=species:S:1:pos:R:3
F -0.46495 -1.88980 -1.61665
C -0.31794 -1.54876 -0.37930
F -0.26278 -0.20220 -0.34116
F -1.33493 -1.87930 0.32131
C 0.98811 -2.07485 0.23466
F 1.99501 -1.78829 -0.56084
F 1.15627 -1.30622 1.34038
C 0.96403 -3.53151 0.67001
C 1.54399 -4.52448 -0.36884
C 0.41759 -5.14407 -1.21638
Ga 1.09220 -6.25887 -2.80436
Cl 1.86895 -8.26928 -2.05846
H 1.60068 -3.57322 1.55001
H -0.02423 -3.84965 0.97459
H 2.31978 -4.09200 -0.99322
H 2.01030 -5.33102 0.19297
H -0.14428 -4.31409 -1.65631
H -0.26022 -5.74104 -0.60785
H 2.25665 -5.49726 -3.61042
H -0.17311 -6.53001 -3.76487
C 3.05730 2.31990 0.57453
C 2.24775 1.90263 1.79618
C 2.35185 2.90651 2.95172
C 3.75093 3.03108 3.39044
N 4.83814 3.13057 3.72721
H 4.12389 2.37435 0.79942
H 2.93092 1.59311 -0.22969
H 2.73284 3.29651 0.20645
H 2.58699 0.92030 2.13011
H 1.19964 1.79820 1.51072
H 1.74802 2.57369 3.79578
H 1.98894 3.88462 2.64243
C -4.37786 2.26038 -1.32264
C -3.50264 1.03060 -1.54154
C -2.52348 1.19160 -2.70781
C -3.24884 1.40758 -3.96901
N -3.81273 1.58182 -4.94667
H -5.01505 2.46711 -2.18272
H -5.03316 2.11145 -0.46418
H -3.76469 3.14531 -1.13123
H -4.14029 0.16236 -1.71787
H -2.93120 0.83083 -0.63289
H -1.91191 0.29390 -2.79887
H -1.85593 2.03830 -2.53657
C 2.48876 2.70801 -4.22913
C 1.17602 1.94463 -4.35470
C 1.14996 0.65837 -3.52377
C 2.21415 -0.24696 -3.98040
N 3.05525 -0.93481 -4.33036
H 3.33333 2.12697 -4.60078
H 2.44691 3.63068 -4.81118
H 2.68306 2.97079 -3.18594
H 0.99852 1.70564 -5.40492
H 0.35527 2.59021 -4.02969
H 0.18677 0.16435 -3.64534
H 1.29319 0.86719 -2.46188
C -0.47005 0.93835 4.11046
C -1.77724 0.16772 3.97778
C -1.77476 -1.14385 4.76718
C -0.71078 -2.03832 4.29134
N 0.11224 -2.73614 3.92069
H 0.37087 0.37251 3.70495
H -0.52595 1.87870 3.55980
H -0.25642 1.16979 5.15720
H -1.96579 -0.03872 2.92208
H -2.60084 0.79060 4.33434
H -2.73107 -1.65524 4.65598
H -1.61699 -0.94986 5.82921
C 4.06032 -11.67609 0.63182
C 4.91094 -10.49917 1.09464
C 4.18662 -9.60366 2.10379
C 2.96798 -9.04025 1.50713
N 2.03830 -8.58758 1.02368
H 3.16254 -11.33701 0.11323
H 4.62165 -12.30240 -0.06273
H 3.75567 -12.29729 1.47803
H 5.20382 -9.90681 0.22603
H 5.82984 -10.87535 1.55225
H 4.83389 -8.78336 2.41508
H 3.91106 -10.17239 2.99358
C 1.96040 6.10839 -2.00172
C 0.45932 5.90592 -2.18352
C -0.34480 6.26195 -0.93030
C 0.06904 5.40607 0.18994
N 0.39040 4.71745 1.04131
H 2.36035 5.46133 -1.21924
H 2.48628 5.86607 -2.92512
H 2.19116 7.14362 -1.74175
H 0.26689 4.86534 -2.45475
H 0.11187 6.52211 -3.01484
H -1.41120 6.11579 -1.10466
H -0.18786 7.30565 -0.65490
C -6.03540 4.82304 2.52934
C -5.34443 5.93728 1.75151
C -6.21894 6.51593 0.63398
C -6.56631 5.47408 -0.34334
N -6.83041 4.65112 -1.08933
H -6.26594 3.97164 1.88742
H -5.39058 4.46205 3.33079
H -6.96647 5.17620 2.97743
H -4.41430 5.55388 1.32652
H -5.07494 6.74193 2.43851
H -5.69121 7.31610 0.11477
H -7.14053 6.93102 1.04391
```

Summary:
Electronic energy   -124063.680 eV
Total charge   -1